# 1
Below is a molecular structure, C26H28BCl4N10O2STi, with properties calculated with ωB97M-V with the def2-TZVPD basis set.

Geometry as XYZ:
```
73
Properties=species:S:1:pos:R:3:forces:R:3:lowdin_charge:R:1
Ti 0.7589 -1.0895 -0.1105 0.6 -0.3 -0.2 1.0659
C 3.2598 1.4835 0.5420 0.1 0.0 0.0 -0.0093
C 1.8322 1.8434 0.7790 0.1 0.0 0.0 -0.3128
C 1.2828 3.0767 1.1375 0.0 0.0 0.0 0.0032
C -0.0685 2.8421 1.2794 -0.1 0.0 -0.1 -0.0461
N -0.3112 1.5453 1.0366 0.0 0.0 0.0 0.0402
N 0.8557 0.9341 0.7027 0.2 -0.2 0.0 -0.0005
B -1.5965 0.6823 1.1663 0.0 -0.1 0.2 -0.6197
N -1.9836 0.2162 -0.2698 -0.1 0.3 -0.1 0.0394
C -3.1578 0.2611 -0.9008 0.0 -0.1 -0.1 -0.0200
C -3.0065 -0.2886 -2.1599 0.0 0.0 0.0 0.0156
C -1.6765 -0.6715 -2.2486 -0.1 -0.1 0.0 -0.3118
C -1.0559 -1.3893 -3.3986 0.1 0.0 0.1 -0.0257
N -1.0310 -0.3331 -1.1075 -0.3 -0.5 0.6 -0.0403
N -1.2446 -0.5923 2.0022 0.3 0.1 0.2 0.0397
C -1.8728 -1.0662 3.0831 0.0 0.0 -0.1 -0.0095
C -1.1933 -2.1784 3.5387 0.0 0.0 0.1 0.0221
C -0.1169 -2.3440 2.6718 -0.1 0.0 0.0 -0.2775
C 0.9336 -3.3986 2.6962 0.0 0.0 0.0 0.0120
N -0.1529 -1.3685 1.7472 -0.4 0.0 -0.5 -0.0023
N -2.6987 1.4070 1.9021 -0.1 0.0 -0.2 -0.0097
C -2.6314 2.2399 2.9760 0.1 -0.1 0.1 -0.0814
C -3.8899 2.3684 3.4944 0.0 0.0 0.0 -0.0076
C -4.7021 1.5478 2.6825 0.0 0.0 0.0 -0.3414
C -6.1713 1.2989 2.7919 0.0 0.0 0.0 -0.0240
N -3.9792 0.9630 1.7444 0.0 0.1 0.0 0.1024
H 3.8820 2.3761 0.5565 0.0 0.0 0.0 0.0897
H 3.3995 0.9648 -0.4067 0.0 0.0 0.0 0.0399
H 3.6112 0.8096 1.3246 0.0 0.0 0.0 0.0947
H 1.8022 4.0071 1.2895 0.0 0.0 0.0 0.1167
H -0.8638 3.5256 1.5193 0.0 0.0 0.0 0.1266
H -4.0254 0.6441 -0.3943 0.0 0.0 0.0 0.1115
H -3.7665 -0.4214 -2.9097 0.0 0.0 0.0 0.1171
H -1.8405 -1.6596 -4.1020 0.0 0.0 0.0 0.0900
H -0.5541 -2.2989 -3.0687 0.0 0.0 0.0 0.0736
H -0.3208 -0.7758 -3.9166 0.0 0.0 0.0 0.0587
H -2.7687 -0.5919 3.4481 0.0 0.0 0.0 0.1307
H -1.4365 -2.7880 4.3911 0.0 0.0 0.0 0.1182
H 1.0127 -3.8144 3.6984 0.0 0.0 0.0 0.0952
H 1.9025 -2.9979 2.4080 0.0 0.0 0.0 0.0787
H 0.6781 -4.2129 2.0151 0.0 0.0 0.0 0.0990
H -1.7028 2.6378 3.3465 0.1 0.0 -0.1 0.1180
H -4.1873 2.9635 4.3407 0.0 0.0 0.0 0.1087
H -6.6158 1.9529 3.5393 0.0 0.0 0.0 0.0785
H -6.3698 0.2667 3.0808 0.0 0.0 0.0 0.0810
H -6.6676 1.4783 1.8390 0.0 0.0 0.0 0.0796
Cl 5.5798 -5.7039 -0.4916 0.0 0.0 0.0 0.7130
C 4.0611 -4.9086 -0.5510 0.0 0.0 0.0 -0.6882
C 2.9446 -5.5637 -1.0826 0.0 0.0 0.0 -0.6874
Cl 3.0893 -7.1678 -1.6714 0.0 0.0 0.0 0.7146
C 1.7059 -4.9201 -1.1484 0.0 0.0 0.0 -0.6127
Cl 0.3147 -5.6645 -1.8183 0.0 0.0 0.0 0.7494
C 1.6119 -3.6256 -0.6706 0.0 0.0 -0.1 -0.3605
O 0.5156 -2.8460 -0.7070 0.0 0.4 0.0 -0.1773
C 2.7148 -2.9896 -0.1038 0.1 0.0 -0.2 -0.3768
O 2.4296 -1.7469 0.3326 -0.2 0.1 0.0 -0.2199
C 3.9511 -3.6047 -0.0625 0.0 0.0 0.2 -0.6100
Cl 5.2812 -2.7563 0.6123 0.0 0.0 0.0 0.7443
S 2.0127 -0.4202 -2.2885 -0.2 0.2 0.3 0.7981
C 1.7444 1.2533 -2.6057 -0.1 0.0 -0.1 -0.7331
N 0.6314 1.8815 -2.2562 0.0 0.0 -0.1 0.0585
C 0.3645 3.2884 -2.5457 0.0 0.0 0.0 -0.1370
C 1.6799 4.0427 -2.6192 0.0 0.0 0.0 -0.1489
C 2.6088 3.3437 -3.5970 0.0 0.0 0.0 -0.1425
N 2.7016 1.9296 -3.2380 0.0 0.0 0.0 0.0352
H -0.0767 1.3169 -1.8058 0.0 0.0 0.0 0.0883
H -0.2698 3.6785 -1.7513 0.0 0.0 0.0 0.1217
H -0.1802 3.3726 -3.4894 0.0 0.0 0.0 0.1314
H 2.1403 4.0685 -1.6292 0.0 0.0 0.0 0.1122
H 1.5073 5.0693 -2.9374 0.0 0.0 0.0 0.1264
H 3.6112 3.7657 -3.5531 0.0 0.0 0.0 0.1298
H 2.2449 3.4448 -4.6220 0.0 0.0 0.0 0.1297
H 3.5291 1.4070 -3.4765 0.0 0.0 0.0 0.1349
```
Positions in Å, forces in eV/Å.

LUMO energy = -0.1363 Eh
ΔE to the lowest compared entry with this formula, charge and spin = 0.000 eV
Total charge = +1
Frontier orbital gap = 7.12 eV
E_tot = -4819.0141 Ha


# 2
Below is 2 unconnected molecules or ions with the total composition C6H17N2, with properties calculated with ωB97M-V with the def2-TZVPD basis set.

Geometry as XYZ:
```
25
Properties=species:S:1:pos:R:3:forces:R:3:nbo_charge:R:1
C -1.7933 -1.8298 -0.5829 1.0 0.9 -1.5 0.0651
C -1.1211 -1.1380 -1.5677 -0.9 -0.2 0.7 -0.2319
N 0.2410 -0.6574 -1.3264 1.7 -0.8 2.3 -0.7337
N -3.0985 -2.2012 -0.7335 0.5 0.0 1.2 -0.7510
H -1.2996 -2.1410 0.3649 -0.3 0.2 -0.9 0.2189
H -1.5409 -0.6265 -2.4645 0.0 -1.0 0.9 0.2317
H 0.2022 0.3745 -1.3277 0.4 -0.4 -0.1 0.4540
H 0.5808 -0.9003 -0.2697 -0.9 0.6 -3.0 0.4764
H 1.0032 -0.9954 -1.9896 -1.3 0.4 0.9 0.4469
H -3.6328 -1.6071 -1.3272 -0.5 0.2 -0.6 0.3949
H -3.5658 -2.3632 0.1483 -0.1 -0.2 -0.2 0.4011
C 1.3030 0.0593 1.6608 -0.8 -0.6 -0.7 -0.6228
C 1.4423 1.2201 0.6612 1.0 0.4 1.3 -0.2264
C 0.1388 1.9375 0.4461 -1.2 -0.8 0.1 -0.6291
C 2.5144 2.1881 1.1898 -0.2 0.6 -0.4 -0.6046
H 2.1162 -0.6359 1.5272 0.5 -0.3 0.1 0.2223
H 1.2972 0.3335 2.7159 -0.1 0.3 -0.2 0.2530
H 0.3546 -0.5150 1.4780 0.5 0.3 0.3 0.1669
H 1.8165 0.8262 -0.3100 0.0 0.3 0.6 0.1627
H 0.1643 2.5279 -0.4518 0.0 0.5 -0.5 0.2179
H -0.1548 2.6124 1.2670 0.2 -0.5 -0.2 0.2498
H -0.6547 1.1533 0.3206 0.1 0.9 0.2 0.1768
H 3.4801 1.7226 1.1525 0.6 -0.3 0.2 0.2190
H 2.5790 3.0577 0.5192 0.0 -0.1 0.3 0.2183
H 2.3523 2.5635 2.2220 -0.2 -0.4 -0.6 0.2237
```
Positions in Å, forces in eV/Å.

LUMO energy = -0.1140 Eh
ΔE to the lowest compared entry with this formula, charge and spin = 1.610 eV
Total charge = +1
Frontier orbital gap = 9.94 eV
E_tot = -348.0317 Ha


# 3
Below is a molecular structure, C16H28F6N4O5PS2, with properties calculated with ωB97M-V with the def2-TZVPD basis set.

Geometry as XYZ:
```
62
Properties=species:S:1:pos:R:3:forces:R:3:nbo_charge:R:1
N 3.3622 1.6701 1.9574 -0.9 0.6 -1.0 -0.8429
C 4.0251 1.8412 0.5922 -1.1 -1.4 -0.6 -0.2280
C 3.1444 0.9574 -0.4706 -0.3 0.3 -1.1 -0.4401
C 3.8448 0.7634 -1.9511 0.3 1.0 -0.4 -0.4285
C 4.9755 -0.4207 -2.0228 0.5 2.5 0.6 -0.7361
P 4.4089 -2.1338 -1.4071 0.5 0.1 -1.0 1.1558
N 6.0715 -2.3977 -0.7203 0.3 -1.9 0.4 -1.2023
C 2.6617 -1.9902 -2.1621 -2.4 -0.6 -0.9 -0.7790
C 1.8975 -3.4768 -2.2190 1.2 0.1 0.0 -0.4258
C 1.2682 -3.9382 -0.7760 0.4 -0.8 0.0 -0.2204
N 0.3275 -2.9389 -0.1398 -0.3 -1.3 -1.0 -0.6729
C -0.9998 -2.8375 -0.8734 -0.9 1.7 -0.1 -0.2712
C -1.3053 -1.1993 -1.0182 -0.4 2.7 0.3 -0.0397
C -0.8161 -0.2940 0.2997 -2.0 2.7 -3.6 -0.2281
C -1.0250 1.3311 0.2454 -0.8 -2.5 -3.0 -0.2172
C -1.6855 2.0623 -1.0666 0.4 -4.5 0.2 -0.2381
C -2.1910 1.1386 -2.3292 1.7 -1.4 2.8 -0.2557
C -2.0106 -0.5120 -2.3329 1.8 2.1 3.2 0.2563
O -2.4474 -1.3443 -3.4821 2.0 1.5 1.5 -0.7338
H 2.8797 0.7350 2.0359 0.9 1.3 -0.4 0.3552
H 2.5695 2.3645 1.9446 1.0 -1.1 0.3 0.3551
H 5.1174 1.4227 0.6102 -1.9 1.1 0.0 0.1872
H 3.9367 2.9683 0.2878 0.6 -2.2 0.6 0.1997
H 2.8918 -0.1105 -0.0098 0.5 2.3 -0.9 0.1987
H 2.1321 1.5564 -0.6719 2.0 -1.5 0.7 0.2313
H 4.4243 1.7852 -2.1649 -1.2 -2.1 0.4 0.2079
H 3.0509 0.6861 -2.8396 1.6 0.0 2.2 0.2197
H 5.4313 -0.4106 -3.1084 -0.9 -0.5 2.1 0.2560
H 5.8625 -0.0760 -1.3032 -1.9 -0.9 -1.6 0.2494
H 4.7029 -3.2731 -2.2863 -0.4 0.8 0.3 -0.0687
H 3.8908 -2.4626 -0.1042 -0.2 0.5 -0.4 -0.0656
H 6.3694 -3.3555 -1.0744 -0.3 1.6 1.0 0.3602
H 6.0336 -2.4249 0.3290 0.2 -0.1 -1.4 0.3610
H 2.7568 -1.5797 -3.2625 -0.2 -0.8 2.0 0.2139
H 1.9237 -1.2889 -1.5835 1.5 -1.1 -1.0 0.2562
H 2.7654 -4.2565 -2.4654 -1.9 1.3 0.5 0.1993
H 1.1438 -3.5582 -3.1248 1.3 0.3 2.0 0.2101
H 2.1797 -4.1151 -0.0260 -2.1 0.4 -1.6 0.2013
H 0.7229 -4.9838 -0.9598 1.2 2.0 0.4 0.1724
H 0.2004 -3.0940 0.8866 0.1 -0.1 -1.6 0.3783
H -1.9028 -3.3367 -0.2756 2.0 1.1 -1.3 0.2179
H -0.9800 -3.2849 -1.9605 0.2 0.8 2.3 0.2151
H -0.3257 -0.7951 1.2549 -1.2 1.2 -2.4 0.2396
H -0.6604 1.9836 1.1457 -0.9 -1.4 -1.9 0.2390
H -1.7869 3.2400 -1.0713 0.1 -2.8 -0.1 0.2421
H -2.6697 1.6629 -3.2596 1.0 -1.2 2.0 0.2301
H -1.6672 -1.5521 -4.0877 -1.3 0.7 1.5 0.4831
C -6.7904 4.9234 3.1655 -1.5 1.3 -1.7 0.7064
F -7.0607 6.0843 3.8292 0.5 -1.2 -0.2 -0.3228
F -8.0008 4.3804 2.8347 1.0 0.3 0.5 -0.3266
F -6.2120 5.2852 1.9806 -0.2 -0.4 1.1 -0.3274
S -5.7508 3.7708 4.1228 0.5 1.3 2.4 2.2051
O -6.5357 3.4805 5.3250 0.7 0.1 -1.7 -0.9209
O -4.5098 4.5115 4.3650 -1.4 -1.0 -0.7 -0.9232
N -5.6861 2.6246 3.0300 0.4 0.0 0.8 -1.1799
S -4.8214 1.3843 3.5061 1.6 -1.6 1.6 2.2049
O -5.3907 0.5662 4.5797 0.3 1.1 -1.4 -0.9212
O -3.3746 1.5969 3.5983 -1.7 0.0 -0.4 -0.9275
C -5.0401 0.3788 2.0003 -0.5 -1.0 -2.5 0.7075
F -4.5732 1.0095 0.8806 -0.2 -0.4 1.2 -0.3224
F -6.3544 0.1008 1.7461 1.0 0.3 0.5 -0.3265
F -4.3989 -0.8240 2.0571 -0.4 1.2 0.4 -0.3236
```
Positions in Å, forces in eV/Å.

LUMO energy = 0.0725 Eh
Total charge = -1
Frontier orbital gap = 8.44 eV
E_tot = -2958.1797 Ha


The records above yield largest force on an atom values of 0.8, 3.2, 4.9 eV/Å, respectively.